99
Properties=species:S:1:pos:R:3:mulliken_spin:R:1 method="wB97M-V/def2-TZVPD" multiplicity=2 orbital_gap_ev="4.67 / 6.15" s_squared=0.765 total_charge=0
Bi -1.47 -1.21 0.48 -0.001
N 1.52 -4.22 -1.32 0.000
C 0.96 -3.90 -2.55 0.000
C 1.23 -4.34 -3.84 0.000
C 0.47 -3.79 -4.85 0.000
C -0.53 -2.85 -4.58 0.001
C -0.78 -2.42 -3.29 0.002
C -0.02 -2.96 -2.25 -0.005
N -0.06 -2.71 -0.86 -0.004
C 0.88 -3.49 -0.38 0.002
C 1.08 -3.44 1.07 -0.002
C 1.96 -4.12 1.85 0.001
S 1.72 -3.66 3.47 0.000
C 0.47 -2.60 2.99 0.001
N 0.20 -2.55 1.70 -0.001
H 2.27 -4.88 -1.16 0.000
H 2.00 -5.07 -4.05 0.000
H 0.64 -4.10 -5.87 0.000
H -1.11 -2.44 -5.40 0.000
H -1.56 -1.70 -3.08 0.001
H 2.70 -4.84 1.57 0.000
H -0.05 -2.02 3.73 0.000
C 3.20 -0.89 -2.79 0.000
N 1.84 -0.54 -2.42 0.001
C 1.22 -0.77 -1.27 0.005
N -0.03 -0.32 -1.32 0.007
C -0.09 0.19 -2.58 -0.001
N 1.01 0.08 -3.29 -0.001
C 4.28 -0.05 -2.14 0.000
C 5.56 -0.59 -2.02 0.000
C 6.59 0.16 -1.48 0.000
C 6.36 1.46 -1.06 0.000
C 5.09 2.01 -1.17 0.000
C 4.06 1.25 -1.73 0.000
C 4.83 3.36 -0.68 0.000
N 5.61 4.36 -0.51 0.000
N 4.83 5.38 0.02 0.000
C 3.65 4.90 0.16 0.000
O 3.56 3.61 -0.27 0.000
C 2.43 5.49 0.70 0.000
C 2.29 6.87 0.76 0.000
C 1.12 7.42 1.26 0.001
C 0.10 6.60 1.70 -0.001
C 0.22 5.22 1.66 0.000
C -0.89 4.36 2.21 -0.011
N -1.24 3.22 1.38 0.026
C -0.79 1.97 1.48 0.064
N -1.33 1.21 0.46 0.093
C -2.17 2.10 -0.13 -0.065
N -2.16 3.31 0.38 0.040
C 1.40 4.68 1.17 0.001
H 3.28 -0.81 -3.87 0.000
H 3.33 -1.94 -2.51 0.000
H 1.69 -1.26 -0.44 0.000
H -0.98 0.65 -2.99 0.000
H 5.76 -1.60 -2.35 0.000
H 7.58 -0.26 -1.39 0.000
H 7.17 2.04 -0.63 0.000
H 3.08 1.71 -1.85 0.000
H 3.08 7.52 0.41 0.000
H 1.01 8.50 1.30 0.000
H -0.81 7.06 2.09 0.000
H -1.80 4.95 2.34 0.003
H -0.62 3.97 3.20 -0.001
H -0.06 1.63 2.20 -0.007
H -2.80 1.85 -0.97 -0.005
H 1.53 3.60 1.14 0.000
O -1.23 0.40 6.91 0.000
S -2.33 -0.08 6.12 0.000
O -3.56 -0.47 6.75 -0.002
N -1.83 -1.24 5.06 0.009
C -1.90 -0.82 3.84 -0.012
O -1.58 -1.46 2.76 0.001
C -2.42 0.62 3.67 0.166
C -2.63 1.40 2.50 -0.005
C -3.16 2.72 2.68 0.261
C -3.43 3.19 3.97 -0.057
C -3.20 2.42 5.11 0.127
C -2.70 1.14 4.91 -0.055
H -2.37 0.94 1.43 0.065
H -3.36 3.34 1.85 0.020
H -3.82 4.20 4.08 0.001
H -3.41 2.79 6.10 0.010
C -4.55 -5.44 -1.78 0.000
N -3.49 -4.58 -2.31 0.001
C -2.77 -5.19 -3.43 0.000
C -2.92 -3.68 -1.54 0.000
N -2.41 -2.90 -0.85 0.009
H -5.17 -5.81 -2.59 0.000
H -5.18 -4.88 -1.09 0.000
H -4.11 -6.29 -1.24 0.000
H -3.48 -5.56 -4.17 0.000
H -2.14 -6.01 -3.08 0.000
H -2.14 -4.45 -3.92 0.000
O -2.75 -0.05 1.64 0.280
Cl -4.63 -1.13 -2.28 0.014
Ge -4.26 -1.15 -0.09 0.020
Cl -5.32 0.60 0.72 0.004
Cl -5.26 -2.93 0.76 0.002